# 1
{"formula": "C16H52B5Ca2O4", "method": "ωB97M-V/def2-TZVPD", "energy_ev": -65864.4910, "fmax_ev_per_a": 5.2, "de_lowest_ev": 18.970, "charge": -1, "lumo_ev": -2.26, "symbols": ["Ca", "Ca", "O", "O", "O", "O", "C", "C", "C", "C", "C", "C", "C", "C", "C", "C", "C", "C", "C", "C", "C", "C", "B", "B", "B", "B", "B", "H", "H", "H", "H", "H", "H", "H", "H", "H", "H", "H", "H", "H", "H", "H", "H", "H", "H", "H", "H", "H", "H", "H", "H", "H", "H", "H", "H", "H", "H", "H", "H", "H", "H", "H", "H", "H", "H", "H", "H", "H", "H", "H", "H", "H", "H", "H", "H", "H", "H", "H", "H"], "xyz": [[4.860, 0.388, -1.405], [0.771, -2.893, 3.094], [3.338, 4.489, -2.858], [-5.239, 1.062, -5.987], [-3.274, -4.800, 2.891], [-1.741, 0.067, 5.499], [-3.332, 1.259, 6.712], [-3.562, 1.452, 5.180], [-4.029, -5.284, 3.906], [3.354, 6.748, -3.247], [-5.078, -6.171, 3.293], [-3.707, 2.511, -5.015], [-2.152, 1.180, 4.680], [-5.205, -5.611, 1.883], [2.039, 4.732, -3.270], [-3.760, 1.137, -4.289], [-3.765, -5.283, 1.638], [-4.305, 0.202, -5.324], [-4.906, 2.438, -5.925], [-2.225, 0.244, 6.837], [4.201, 5.590, -2.847], [1.869, 6.204, -3.005], [7.477, -2.114, -0.143], [2.145, -6.261, 1.997], [5.995, 2.552, 1.557], [1.519, -0.439, 0.426], [3.989, -0.675, -4.985], [-4.224, 1.029, 7.295], [6.329, 3.226, 2.331], [3.489, 7.631, -2.623], [1.436, -6.463, 2.786], [-3.802, 2.459, 4.841], [-2.728, 0.827, -4.124], [-4.598, 2.795, -6.908], [-3.465, -0.082, -5.958], [-5.677, 3.117, -5.560], [2.447, -7.115, 1.411], [3.554, 6.917, -4.305], [-2.749, 2.683, -5.505], [4.873, 5.466, -3.696], [7.788, -1.085, -0.046], [-2.206, 0.913, 3.625], [6.635, 2.509, 0.690], [6.467, -2.189, 0.229], [-5.645, -6.191, 1.071], [1.622, 6.358, -1.955], [8.112, -2.811, 0.381], [1.293, 4.088, -2.804], [-6.011, -6.157, 3.856], [1.594, 0.291, -0.365], [2.962, -5.737, 2.469], [5.865, 1.597, 2.043], [1.913, 4.630, -4.348], [-1.395, 1.933, 4.896], [-4.721, -0.646, -4.781], [4.424, 0.310, -4.919], [-4.356, 1.066, -3.379], [7.445, -2.377, -1.189], [4.741, -1.366, -4.637], [1.633, 0.091, 1.359], [0.503, -0.791, 0.335], [3.694, -0.885, -6.001], [4.994, 2.765, 1.218], [2.197, -1.278, 0.390], [1.579, -5.666, 1.297], [-1.435, 0.718, 7.418], [-2.582, -0.615, 7.405], [-3.622, -4.454, 0.945], [-3.174, -6.166, 1.396], [-3.804, 3.297, -4.267], [4.667, 5.806, -1.885], [-4.567, -4.417, 4.289], [-3.385, -5.761, 4.645], [-2.925, 2.189, 7.109], [-5.754, -4.677, 1.995], [-4.227, 0.721, 4.719], [-4.703, -7.193, 3.245], [3.186, -0.776, -4.271], [1.038, 6.741, -3.461]], "mulliken_charge": [1.174, 1.503, -0.343, -0.433, -0.348, -0.380, -0.576, -0.513, -0.400, -0.585, -0.640, -0.526, -0.467, -0.484, -0.410, -0.560, -0.457, -0.415, -0.345, -0.451, -0.422, -0.646, 0.221, 0.204, 0.316, 0.377, 0.293, 0.363, -0.186, 0.311, -0.232, 0.312, 0.294, 0.252, 0.286, 0.275, -0.131, 0.261, 0.287, 0.284, -0.242, 0.318, -0.355, -0.341, 0.336, 0.267, -0.182, 0.318, 0.333, -0.300, -0.238, -0.208, 0.258, 0.304, 0.315, -0.333, 0.303, -0.222, -0.216, -0.223, -0.254, -0.174, -0.318, -0.312, -0.298, 0.271, 0.307, 0.281, 0.312, 0.266, 0.323, 0.275, 0.277, 0.236, 0.243, 0.277, 0.276, -0.332, 0.386]}

# 2
{"formula": "C16H52B5O8S4V", "method": "ωB97M-V/def2-TZVPD", "energy_ev": -106217.3680, "multiplicity": 3, "fmax_ev_per_a": 3.3, "charge": -2, "lumo_ev": [3.67, 3.66], "symbols": ["V", "S", "S", "S", "S", "O", "O", "O", "O", "O", "O", "O", "O", "C", "C", "C", "C", "C", "C", "C", "C", "C", "C", "C", "C", "C", "C", "C", "C", "B", "B", "B", "B", "B", "H", "H", "H", "H", "H", "H", "H", "H", "H", "H", "H", "H", "H", "H", "H", "H", "H", "H", "H", "H", "H", "H", "H", "H", "H", "H", "H", "H", "H", "H", "H", "H", "H", "H", "H", "H", "H", "H", "H", "H", "H", "H", "H", "H", "H", "H", "H", "H", "H", "H", "H", "H"], "xyz": [[-0.126, 1.627, 1.440], [-1.831, 3.926, -5.327], [-3.159, -3.489, 2.302], [5.284, 1.085, -2.732], [0.944, -3.370, 3.630], [-0.612, 3.819, -6.110], [1.610, -4.397, 4.435], [-3.107, 4.211, -5.942], [-0.218, -2.637, 4.028], [5.580, 2.132, -1.792], [6.058, 0.905, -3.938], [-2.141, -4.486, 2.002], [-3.090, -2.748, 3.537], [-5.061, -4.229, 0.650], [-3.442, -2.355, 0.934], [3.543, 1.188, -3.205], [2.828, -2.525, 1.767], [5.155, -0.530, -1.875], [3.662, -0.785, -1.695], [-4.759, -4.310, 2.151], [2.303, -3.918, 1.418], [-1.543, 4.253, -2.613], [-1.942, 2.446, -4.237], [0.866, -3.982, 1.905], [2.986, -0.230, -2.938], [-1.530, 5.071, -3.924], [2.191, -2.152, 3.101], [-1.174, 2.792, -3.015], [-4.684, -2.812, 0.157], [-1.680, 3.084, 0.685], [0.871, 2.293, 3.695], [1.639, 2.614, 0.478], [-1.460, 0.112, 2.902], [0.255, -0.253, 0.253], [3.551, 1.300, -4.287], [-4.747, -5.244, 2.706], [1.551, -1.287, 2.884], [-4.581, -4.997, 0.040], [-5.431, -3.631, 2.680], [0.008, -1.382, 0.194], [3.297, -0.190, -0.859], [-0.430, -0.402, 2.988], [2.742, -1.762, 3.958], [0.151, -3.345, 1.387], [-2.470, -2.179, 0.464], [0.219, 3.026, 3.137], [-2.277, 5.855, -4.027], [5.930, -0.522, -1.110], [-5.486, -2.097, 0.355], [1.059, -0.008, -0.542], [-2.145, -0.200, 3.775], [3.916, -2.559, 1.858], [0.715, -0.044, 1.250], [-0.097, 2.801, -3.194], [5.510, -1.272, -2.598], [-0.659, 0.358, 0.045], [-6.118, -4.395, 0.421], [-3.608, -1.355, 1.338], [2.668, 2.972, 0.099], [-0.803, 3.792, 0.442], [2.344, -4.189, 0.362], [0.467, -4.996, 1.929], [0.337, 1.814, 4.602], [1.118, 1.458, 2.978], [-0.870, 4.622, -1.846], [-1.587, 2.135, 0.097], [-0.551, 5.468, -4.197], [-1.617, 2.786, 1.762], [-4.550, -2.681, -0.917], [1.175, 3.242, 1.277], [-1.860, -0.128, 1.838], [2.579, -1.791, 1.002], [2.934, -4.597, 1.996], [1.899, -0.232, -2.819], [-1.626, 1.660, -4.921], [3.092, 1.985, -2.619], [-1.247, 1.219, 2.982], [0.891, 2.483, -0.352], [1.839, 2.809, 4.068], [3.315, -1.816, -1.635], [-1.397, 2.084, -2.220], [-3.014, 2.427, -4.026], [-2.571, 4.281, -2.253], [-2.658, 3.647, 0.444], [1.808, 1.553, 0.787], [3.072, -0.827, -3.851]], "mulliken_spin": [2.065, 0.000, 0.001, 0.000, 0.003, 0.000, 0.000, 0.000, 0.000, 0.000, 0.000, 0.000, 0.001, 0.000, 0.005, -0.003, -0.002, 0.000, 0.002, 0.000, 0.001, 0.000, 0.000, -0.002, 0.000, 0.001, 0.001, 0.000, 0.002, -0.025, 0.010, -0.034, -0.039, -0.010, 0.000, 0.000, 0.003, 0.000, 0.000, 0.003, 0.002, 0.015, 0.000, 0.003, -0.005, -0.006, 0.000, 0.000, 0.000, 0.004, -0.005, 0.000, -0.012, 0.001, 0.000, -0.001, 0.000, 0.006, -0.007, 0.023, 0.000, 0.000, 0.000, -0.013, 0.003, 0.001, 0.000, -0.011, 0.000, 0.002, -0.002, -0.001, 0.000, 0.000, 0.000, 0.004, -0.018, 0.030, -0.004, 0.000, 0.003, 0.000, 0.000, -0.002, 0.009, 0.000]}